74
Properties=species:S:1:pos:R:3:forces:R:3:mulliken_charge:R:1 method="wB97M-V/def2-TZVPD" e_homo_ev=-10.6463 e_lumo_ev=-2.47 molar_mass_g_mol=545.64 energy_ev=-53309.0163 largest_force_ev_per_a=2.3 relative_energy_ev=0.0000 total_charge=+1
P -0.37103 -1.03737 1.36856 -0.79 -0.37 0.03 1.513
O -3.96187 1.97084 -2.82357 0.55 0.31 -0.14 -0.449
O 5.76532 1.95853 -2.88485 -0.35 0.10 -0.26 -0.443
O 0.63062 1.83559 1.61521 1.01 -1.26 -0.48 -0.492
C -2.66691 0.46350 0.83409 0.23 0.07 -0.21 -0.274
C 1.47140 1.06812 1.16014 -0.90 1.03 0.22 0.005
C -2.72814 -3.62954 -0.77046 0.18 -0.02 0.11 -0.945
C 2.93212 1.41266 1.17074 0.37 -0.13 0.38 -1.661
C 0.06959 -1.87510 2.90535 0.53 -0.24 0.46 0.540
C 1.08314 -0.28697 0.50545 0.39 0.11 1.83 -0.021
C 1.10584 -1.82947 5.09884 -0.02 -0.03 -0.20 -0.716
C -1.77691 -4.47083 -1.35200 -0.09 0.14 -0.01 -0.593
C -0.96087 -2.35549 0.28979 -0.17 -0.58 -0.13 0.407
C -2.32772 -2.59290 0.07515 0.21 -0.02 -0.09 -0.207
C -0.64000 -3.03592 3.27990 0.02 0.38 0.05 -0.611
C -0.67318 1.69372 -1.19551 0.03 0.06 -0.40 0.231
C 4.56022 1.36061 -2.69433 -0.44 0.42 0.24 0.762
C -0.41838 -4.28403 -1.08879 0.10 0.20 0.19 -0.807
C -4.19216 3.39205 -2.82685 0.00 -0.48 0.03 -0.829
C -0.36549 0.36315 -1.49004 0.13 0.04 0.18 0.033
C -0.52909 -3.53682 4.57873 0.16 0.15 -0.20 -0.752
C 0.93822 -0.26739 -0.99224 -0.58 -0.02 -2.25 0.952
C 4.55755 0.06882 -2.11845 0.17 0.72 -0.18 -0.880
C 2.17760 0.28516 -1.71944 -0.07 -0.12 0.16 -0.722
C -1.24610 -0.37120 -2.30331 0.42 0.01 0.13 -0.501
C 3.33623 2.00343 -2.97159 0.77 -0.35 0.11 -0.837
C -1.80326 2.31277 -1.72762 -0.42 -0.29 -0.09 -0.460
C 0.32943 -2.92366 5.49615 -0.02 0.16 -0.27 -0.573
C -1.88435 0.53879 3.12606 0.09 -0.17 -0.20 -0.762
C -3.80941 1.84211 2.45678 0.16 -0.15 -0.06 -0.806
C 0.99040 -1.30995 3.80432 -0.28 -0.18 0.07 -0.174
C -2.41916 0.18986 -2.76348 -0.45 0.63 0.14 -1.099
C 5.76915 3.36455 -3.21988 0.06 -0.72 -0.03 -0.811
C -3.68373 1.36601 1.14987 0.09 -0.15 0.08 -1.115
C -1.73617 0.06965 1.80812 -0.45 0.26 -0.02 0.691
C 2.15766 1.43400 -2.50589 -0.14 -0.02 0.25 -0.239
C -2.72778 1.53296 -2.44821 0.23 -0.06 0.17 0.568
C 3.37967 -0.43220 -1.60368 -0.19 0.17 -0.18 -0.457
C -2.92586 1.40663 3.45056 0.13 -0.09 -0.20 -0.790
C -0.00752 -3.23660 -0.26291 -0.34 0.01 -0.06 -0.504
H 5.23938 3.95357 -2.46074 0.10 -0.16 -0.10 0.358
H -3.50283 3.90115 -3.51562 -0.14 -0.14 0.21 0.329
H -1.17296 0.21616 3.88574 -0.26 0.16 -0.08 0.408
H -5.21662 3.48307 -3.18354 0.12 0.20 0.07 0.267
H 3.31416 2.94430 -3.52126 -0.04 -0.32 0.19 0.381
H 6.82785 3.61316 -3.23582 -0.15 0.19 -0.05 0.243
H 5.50186 -0.46127 -2.05194 -0.12 0.04 0.13 0.445
H -1.98570 3.37345 -1.54087 0.04 -0.45 0.05 0.375
H -4.09904 3.80612 -1.81346 -0.08 -0.04 -0.25 0.301
H 1.21621 1.92166 -2.74943 0.22 -0.07 0.19 0.411
H -1.00482 -1.40559 -2.56634 -0.07 0.30 0.10 0.457
H 0.39592 -3.30458 6.51686 0.02 0.13 -0.33 0.393
H 3.18579 2.03339 0.29964 -0.11 -0.21 0.13 0.275
H 1.90251 -0.98008 0.75149 -0.09 0.09 -0.01 1.448
H 0.90109 -1.31442 -1.32003 -0.12 0.22 0.18 0.404
H -3.03651 1.74491 4.48108 0.03 -0.04 -0.32 0.433
H -2.09639 -5.28061 -2.01007 0.10 0.25 0.20 0.414
H -2.56106 0.08647 -0.19044 -0.19 0.28 0.50 0.695
H 3.37703 -1.40331 -1.10512 0.07 0.18 -0.07 0.354
H 1.60137 -0.45800 3.49701 -0.21 -0.14 0.21 0.314
H -3.14081 -0.37265 -3.35450 0.21 0.09 0.13 0.439
H 5.31915 3.53321 -4.20643 0.16 0.00 0.19 0.314
H -1.12127 -4.40549 4.86810 0.22 0.22 -0.08 0.423
H 1.05909 -3.11025 -0.05579 -0.34 -0.04 -0.04 0.470
H -1.28721 -3.53066 2.55464 0.08 0.17 0.28 0.367
H 3.54732 0.50738 1.15340 0.00 0.24 -0.14 0.351
H -0.01692 2.27944 -0.55441 -0.17 -0.10 -0.30 0.341
H 1.79753 -1.36449 5.79984 -0.15 -0.15 -0.17 0.431
H -3.79035 -3.77468 -0.96624 0.29 -0.03 0.07 0.479
H -4.59578 2.55598 2.69938 0.17 -0.21 -0.02 0.416
H -4.37257 1.69221 0.36344 0.25 -0.15 0.34 0.505
H 0.33305 -4.94481 -1.52563 -0.29 0.17 0.14 0.441
H 3.16288 1.98022 2.08116 -0.14 -0.02 -0.26 0.541
H -3.08038 -1.97300 0.56525 0.26 -0.19 -0.24 0.605